154
Properties=species:S:1:pos:R:3:forces:R:3 method="wB97M-V/def2-TZVPD" smiles="COP(=O)(OC)OC.COP(=O)(OC)OC.COC(=O)OC.COC(=O)OC.COC(=O)OC.COC(=O)OC.COC(=O)OC.COC(=O)OC.COC(=O)OC.COC(=O)OC.COC(=O)OC.COC(=O)OC" homo_energy_ev=-10.62
C -24.082 -9.903 -19.723 0.0206 -0.6110 -1.7836
O -24.260 -9.032 -18.659 -0.7785 2.1679 1.5655
P -24.620 -7.503 -19.100 -0.9179 -0.2538 -0.1501
O -25.732 -7.437 -20.115 2.3556 0.3538 1.8391
O -24.835 -6.775 -17.671 -0.3264 -0.8696 -0.0607
C -25.542 -5.518 -17.538 0.4720 0.2567 -1.2693
O -23.183 -6.932 -19.542 -2.4110 -0.0610 -1.5255
C -22.183 -6.605 -18.642 1.3995 -0.4670 0.6806
H -23.063 -9.800 -20.096 0.0768 -0.2626 -0.1144
H -24.778 -9.630 -20.515 0.0724 -0.1182 -0.2597
H -24.303 -10.943 -19.482 0.1580 0.1823 0.5472
H -26.162 -5.446 -18.431 -0.3202 0.3817 0.2819
H -24.808 -4.712 -17.542 0.1503 -0.0125 -0.2076
H -26.110 -5.355 -16.621 -0.0040 -1.0305 0.0177
H -22.456 -6.924 -17.636 0.2657 0.2766 0.0832
H -21.907 -5.552 -18.688 -0.4028 0.1070 0.0886
H -21.309 -7.160 -18.982 0.2051 -0.0304 0.3096
C -18.670 -0.473 -18.331 1.9781 0.4504 -0.4308
O -18.744 0.835 -17.673 0.3603 -0.0268 0.1987
P -17.404 1.623 -17.167 -0.5804 -0.0883 -0.1696
O -16.273 1.594 -18.162 -1.6824 -0.1214 2.5411
O -17.159 1.012 -15.635 0.4718 0.5564 -2.6167
C -18.183 1.046 -14.639 0.1512 0.8992 0.4759
O -18.069 3.096 -16.865 0.6100 -1.1909 -0.7951
C -17.268 4.210 -16.427 -0.0052 0.0189 1.0690
H -19.054 -1.330 -17.778 -0.4769 0.6383 0.3522
H -17.616 -0.688 -18.509 0.2470 -0.1103 0.2959
H -19.014 -0.457 -19.365 -0.8240 0.4866 0.3298
H -17.711 1.494 -13.764 0.0634 -0.2965 0.2018
H -18.547 0.050 -14.391 0.0088 0.0705 -0.2987
H -18.981 1.748 -14.881 -0.2209 -0.3499 -0.3483
H -17.642 4.497 -15.444 0.0744 -0.2966 0.2570
H -17.390 5.141 -16.981 -0.1380 -0.5702 -0.8550
H -16.211 3.964 -16.328 -0.0434 -0.0621 -0.2225
C -11.787 0.130 -15.370 0.2933 -1.3055 -0.1455
O -10.653 0.818 -14.894 2.6552 1.5238 -0.8852
C -9.454 0.773 -15.606 -1.9856 -1.2670 -2.4796
O -9.268 0.165 -16.669 -0.5406 1.0536 2.5527
O -8.594 1.560 -15.019 -2.3077 0.4179 1.3384
C -7.293 1.651 -15.422 2.3609 -0.5707 -0.1406
H -12.022 0.165 -16.433 0.4986 0.5827 -0.1268
H -12.641 0.519 -14.814 0.2058 -0.3331 0.1485
H -11.501 -0.901 -15.163 -1.0679 -0.3716 0.1021
H -6.931 0.710 -15.837 -0.0859 -0.0178 -0.1340
H -6.758 1.825 -14.488 0.3186 0.2121 -0.2432
H -7.079 2.446 -16.135 -0.3783 0.0929 0.0155
C -15.164 1.061 -23.493 -0.4205 0.6468 0.1122
O -16.463 0.514 -23.816 -0.2583 -0.6112 0.3720
C -17.612 1.168 -23.620 -0.5617 4.2042 0.9500
O -17.773 2.335 -23.165 1.0624 -3.5324 -1.0929
O -18.622 0.439 -24.069 0.1630 -1.1550 -0.7442
C -19.970 0.945 -24.039 0.5178 0.8249 0.1642
H -14.411 0.276 -23.555 -0.4557 -0.1814 -0.5107
H -15.068 1.435 -22.473 -0.5988 0.1848 0.0013
H -14.978 1.865 -24.206 0.2670 -0.0475 0.1395
H -20.013 1.956 -24.446 0.2957 0.2445 0.5345
H -20.273 0.895 -22.993 -0.4769 0.1961 -0.2728
H -20.621 0.408 -24.729 0.4706 -0.7736 0.3713
C -15.058 -0.438 -10.465 -1.0680 -0.1125 1.2994
O -14.231 0.522 -11.089 0.1696 0.0200 0.1571
C -14.269 1.839 -10.722 -6.2300 -1.7268 3.3528
O -15.088 2.333 -9.894 3.0692 -1.4377 -2.0879
O -13.561 2.420 -11.563 3.2548 2.1844 -3.0194
C -13.437 3.832 -11.537 0.1852 0.9681 0.9968
H -16.014 -0.047 -10.119 0.1536 0.6516 0.0745
H -14.576 -0.860 -9.583 0.2031 -0.0143 -0.0902
H -15.391 -1.255 -11.106 0.8490 0.2142 -0.6349
H -12.994 4.101 -10.578 -0.5029 0.1982 0.2251
H -14.408 4.300 -11.694 0.0667 -0.0417 0.2096
H -12.716 4.240 -12.245 -0.1685 -0.9204 -0.5160
C -22.628 -2.835 -14.396 -0.9699 -0.0902 0.0315
O -22.120 -4.160 -14.323 0.2903 -0.8744 -0.0727
C -22.607 -5.075 -13.485 -1.1333 0.9388 2.6488
O -23.392 -4.839 -12.555 1.4101 -0.7695 -2.1733
O -22.001 -6.231 -13.746 0.4150 0.2387 -1.2659
C -22.235 -7.390 -12.972 -0.9412 0.1702 1.1740
H -23.717 -2.807 -14.353 -0.1537 -0.4006 -0.3775
H -22.272 -2.539 -15.383 -0.0639 0.6279 0.4080
H -22.383 -2.184 -13.557 0.8707 -0.1791 -0.1225
H -22.269 -7.066 -11.932 0.1467 -0.3501 0.1555
H -21.473 -8.152 -13.138 0.2038 0.5451 -0.2079
H -23.202 -7.843 -13.188 -0.0790 0.1557 -0.2318
C -10.260 3.405 -21.502 1.3059 -1.1678 -1.1695
O -11.410 4.151 -21.695 -1.5012 0.7363 1.0694
C -11.362 5.469 -21.535 1.8954 2.0959 -0.8832
O -10.337 6.166 -21.459 -2.6818 -2.0684 0.1785
O -12.586 6.008 -21.641 1.7552 1.1593 0.6849
C -13.747 5.247 -21.569 -1.2845 -0.2748 -0.6115
H -9.679 3.533 -20.589 -0.4563 0.4648 0.1137
H -9.635 3.619 -22.369 0.4994 -0.2002 0.1993
H -10.603 2.374 -21.582 0.2092 -0.0140 0.1534
H -14.570 5.921 -21.330 0.2272 0.1236 0.4686
H -13.687 4.440 -20.839 -0.0658 -0.0544 -0.2995
H -13.999 4.953 -22.588 0.0631 -0.8292 0.1062
C -23.268 4.399 -13.617 0.2797 -0.2113 2.3887
O -23.166 4.734 -14.936 0.9062 -0.8060 -4.3188
C -22.893 3.725 -15.869 0.0532 -2.4842 2.1140
O -22.784 2.520 -15.536 -0.2619 3.6529 -1.2290
O -22.773 4.238 -17.095 -0.4310 0.8048 1.6372
C -22.378 3.427 -18.183 -0.0584 -0.9894 -0.3073
H -22.532 3.693 -13.231 -0.1223 -0.6116 -0.6159
H -24.280 4.082 -13.366 0.0712 -0.0552 0.1213
H -22.975 5.285 -13.055 -0.5777 0.3313 -0.0669
H -23.094 3.552 -18.995 0.0483 0.3054 0.0892
H -22.405 2.373 -17.908 0.2324 0.0681 0.1252
H -21.379 3.723 -18.506 -0.0786 -0.0389 0.0805
C -14.327 -8.502 -24.315 1.0671 1.4854 -1.5167
O -15.396 -7.684 -23.946 -1.7449 -1.2151 1.5506
C -15.353 -6.380 -24.108 1.2441 0.0705 -1.1964
O -14.418 -5.763 -24.586 -0.9035 -0.1291 0.7531
O -16.539 -5.959 -23.735 -0.7582 1.1205 0.3882
C -16.752 -4.545 -23.514 -0.1263 -0.5688 -0.3690
H -14.536 -9.569 -24.239 -0.2602 0.3997 0.4067
H -13.447 -8.134 -23.787 0.2256 -0.6280 0.0931
H -14.213 -8.199 -25.356 0.7944 -0.7668 -0.3418
H -15.890 -4.145 -22.981 -0.2993 0.2022 0.0313
H -17.698 -4.517 -22.973 0.3672 0.1343 0.3406
H -16.939 -4.017 -24.449 0.4092 -0.0809 -0.1111
C -17.933 12.263 -25.367 0.2455 0.9244 -0.0177
O -17.891 11.358 -24.310 1.1074 -0.9869 2.8002
C -16.927 11.461 -23.347 1.7150 3.9562 1.0264
O -16.136 12.431 -23.098 -2.9032 -3.2911 -1.9052
O -17.023 10.429 -22.547 -1.3544 -0.9870 -1.0039
C -16.169 10.282 -21.450 0.6751 0.4133 0.8245
H -17.963 13.308 -25.059 0.3370 0.0224 0.3627
H -18.919 12.092 -25.798 0.5499 -0.3017 -0.7786
H -17.006 12.069 -25.907 -0.5661 0.3329 -0.9774
H -15.223 9.863 -21.792 0.0415 0.0353 0.2037
H -16.656 9.627 -20.728 -0.0171 -0.1691 -0.3411
H -16.010 11.236 -20.948 0.1770 0.0485 -0.1946
C -17.995 -5.091 -9.284 -0.7146 0.8117 2.1697
O -18.786 -3.954 -9.712 -0.5720 0.7354 -1.6824
C -19.249 -3.000 -8.915 0.6410 1.8886 3.4354
O -19.051 -2.938 -7.677 -0.8245 -0.3689 -3.7536
O -19.907 -1.953 -9.630 1.6925 -2.8478 0.5004
C -20.476 -0.881 -8.890 -1.0648 -0.3437 0.8456
H -17.327 -4.752 -8.492 0.3472 0.0847 -0.2508
H -17.452 -5.590 -10.086 -0.4969 0.5677 -0.2311
H -18.677 -5.750 -8.746 0.0093 -0.3727 -0.4095
H -20.867 -1.193 -7.921 0.4181 -0.3309 0.1451
H -21.390 -0.620 -9.424 0.3602 0.3730 -0.3612
H -19.821 -0.029 -8.708 0.2169 -0.1895 -0.4294
C -13.045 -7.626 -19.430 -0.6379 0.6856 0.0605
O -12.498 -6.450 -19.982 0.4251 2.5567 -0.4984
C -13.054 -5.195 -19.785 -0.3601 -1.2300 -0.6606
O -14.091 -4.910 -19.240 0.5180 -0.6731 0.2777
O -12.287 -4.324 -20.430 0.7346 -1.1675 -0.1314
C -12.536 -2.962 -20.259 -0.5394 1.3374 0.3734
H -12.190 -8.226 -19.119 -0.3130 -0.0020 0.2873
H -13.602 -8.142 -20.212 -0.0797 -0.1162 0.1124
H -13.716 -7.285 -18.641 -0.0022 -0.7194 0.3070
H -13.577 -2.670 -20.401 -0.1290 -0.3635 -0.3438
H -11.910 -2.428 -20.975 -0.0078 -0.1681 0.1376
H -12.322 -2.630 -19.243 0.3722 -0.1349 0.0574